Record 1
{
  "formula": "C2H2FLi2O2",
  "method": "ωB97M-V/def2-TZVPD",
  "elements": ["F", "C", "C", "H", "H", "O", "O", "Li", "Li"],
  "positions_angstrom": [[0.43289, -1.14077, 1.60262], [0.23551, -0.15495, 0.64900], [1.28335, -0.06180, -0.31145], [1.29499, 0.84512, -0.92754], [2.27293, -0.33147, 0.07178], [-1.23786, -0.31538, 0.36029], [-1.76101, 0.57937, -0.65013], [-2.15233, 1.26900, 0.84221], [-0.36847, -0.68912, -1.63677]],
  "atomic_forces_ev_per_a": [[-0.337, 0.488, -0.627], [-0.257, 0.339, 1.128], [-0.791, -0.003, -0.709], [-0.029, -0.098, 0.329], [-0.525, -0.085, -0.163], [1.136, -0.938, 0.372], [0.823, -0.104, -1.539], [0.267, -0.065, 0.471], [-0.289, 0.468, 0.738]],
  "mulliken_spin": [0.02, 0.48, 0.28, 0.03, 0.01, 0.02, -0.02, 0.07, 0.10],
  "charge": 0,
  "s_squared": 0.75,
  "orbital_gap_ev": [4.73, 7.52],
  "energy_ev": -9324.8280,
  "homo_ev": [-5.09, -8.08],
  "e_lumo_ev": [-0.36, -0.56],
  "multiplicity": 2
}

Record 2
{
  "formula": "C4H8N2",
  "method": "ωB97M-V/def2-TZVPD",
  "elements": ["C", "C", "N", "C", "C", "N", "H", "H", "H", "H", "H", "H", "H", "H"],
  "positions_angstrom": [[2.04957, 0.08240, 0.40905], [0.56418, 0.42305, 0.42248], [-0.15647, -0.39129, -0.53523], [-1.55221, -0.07756, -0.58574], [-2.31883, -0.30650, 0.67428], [-2.87953, -0.45547, 1.67606], [2.45468, 0.11439, -0.60795], [2.24362, -0.92341, 0.81000], [2.60628, 0.78789, 1.03080], [0.16934, 0.33972, 1.45324], [0.36515, 1.45182, 0.10551], [0.08239, -1.37441, -0.56098], [-2.03164, -0.65017, -1.38651], [-1.60611, 0.99232, -0.79428]],
  "atomic_forces_ev_per_a": [[0.075, 0.040, 0.041], [0.228, -0.272, 0.126], [0.122, -0.047, -0.120], [-0.097, -0.329, -0.097], [-0.398, -0.122, 0.932], [0.561, 0.102, -1.037], [-0.103, 0.078, 0.141], [-0.183, 0.230, -0.078], [-0.027, -0.067, -0.076], [0.060, -0.097, -0.224], [0.343, 0.114, 0.129], [-0.181, 0.117, 0.339], [-0.030, 0.265, 0.102], [-0.371, -0.013, -0.180]],
  "lowdin_charge": [-0.10, -0.30, -0.10, -0.23, -0.20, 0.13, 0.07, 0.07, 0.07, 0.11, 0.11, 0.12, 0.12, 0.12],
  "charge": 0,
  "orbital_gap_ev": 10.46,
  "energy_ev": -7257.2837,
  "smiles": "CCNCC#N",
  "homo_ev": -9.52,
  "e_lumo_ev": 0.94
}

Record 3
{
  "formula": "C8H21F3NbO2",
  "method": "ωB97M-V/def2-TZVPD",
  "elements": ["F", "C", "F", "F", "C", "O", "C", "C", "Nb", "H", "H", "H", "H", "H", "H", "H", "H", "H", "H", "H", "C", "C", "O", "C", "C", "H", "H", "H", "H", "H", "H", "H", "H", "H", "H"],
  "positions_angstrom": [[-2.77022, -1.95931, 3.40788], [-3.34629, -1.42101, 2.29474], [-2.42709, -0.57835, 1.76449], [-4.38658, -0.65371, 2.71175], [-3.83206, -2.50397, 1.32753], [-3.03075, -3.63580, 1.31379], [-1.70293, -3.44179, 0.71923], [-1.71818, -3.13708, -0.76144], [0.08963, -1.90656, -1.39143], [-3.90774, -2.02305, 0.33832], [-4.83258, -2.79218, 1.66815], [-1.19937, -2.69821, 1.35778], [-1.20577, -4.39741, 0.91338], [-2.67805, -2.70342, -1.06389], [-1.61920, -4.07950, -1.32967], [0.70705, -2.93129, -2.76781], [1.09093, -3.17329, -0.45552], [0.67016, -0.87235, 0.00820], [-1.21093, -0.80971, -2.18624], [1.37339, -0.91859, -2.27767], [0.70098, 3.74009, -0.89814], [1.42596, 2.40439, -0.85953], [2.74883, 2.46558, -1.37519], [3.64474, 3.29658, -0.67239], [3.86899, 2.89356, 0.77765], [0.66705, 4.12800, -1.91769], [-0.32397, 3.59550, -0.55102], [1.16401, 4.49165, -0.25569], [0.90564, 1.67715, -1.48194], [1.41896, 1.99268, 0.15475], [3.33564, 4.35014, -0.71674], [4.58120, 3.21248, -1.22758], [2.96301, 2.99781, 1.37523], [4.63476, 3.53454, 1.22007], [4.20076, 1.85643, 0.83665]],
  "atomic_forces_ev_per_a": [[-0.463, 0.364, -0.533], [0.593, -0.027, 0.539], [-0.481, -0.331, 0.146], [0.245, -0.126, -0.108], [0.123, 0.179, -0.122], [-0.035, -0.038, -0.090], [-0.004, -0.169, 0.481], [-0.303, -0.074, -0.636], [0.645, -0.012, 0.134], [-0.085, -0.061, 0.217], [0.174, -0.006, -0.076], [-0.013, -0.050, -0.300], [-0.008, 0.231, -0.048], [0.207, -0.006, 0.030], [-0.110, 0.169, 0.129], [0.281, 0.329, 0.725], [-0.457, -0.081, 0.172], [0.366, -0.410, -0.525], [-0.153, -0.046, 0.189], [-0.543, 0.190, -0.297], [-0.058, -0.047, 0.007], [-0.077, -0.023, -0.028], [-0.040, 0.064, 0.027], [0.042, -0.039, -0.007], [0.015, -0.020, -0.031], [0.015, 0.014, 0.008], [0.001, 0.019, -0.023], [0.004, -0.009, 0.015], [0.086, -0.015, -0.019], [0.055, 0.012, 0.000], [-0.037, -0.024, -0.037], [0.016, 0.051, 0.046], [0.008, 0.010, 0.001], [0.013, -0.017, 0.001], [-0.022, -0.002, 0.014]],
  "lowdin_charge": [0.12, -0.56, 0.11, 0.10, -0.15, -0.15, -0.32, -0.42, 0.71, 0.13, 0.14, 0.08, 0.10, 0.00, 0.02, -0.15, -0.16, -0.15, -0.18, -0.19, -0.08, -0.29, -0.16, -0.30, -0.08, 0.08, 0.07, 0.06, 0.09, 0.10, 0.10, 0.11, 0.06, 0.07, 0.08],
  "charge": -1,
  "orbital_gap_ev": 7.80,
  "energy_ev": -22428.7182,
  "homo_ev": -4.73,
  "e_lumo_ev": 3.07
}

Record 4
{
  "formula": "C23H21IrNP",
  "method": "ωB97M-V/def2-TZVPD",
  "elements": ["Ir", "C", "C", "C", "C", "C", "H", "H", "H", "H", "H", "N", "C", "C", "C", "C", "C", "C", "P", "C", "C", "C", "C", "C", "C", "C", "C", "C", "C", "C", "C", "H", "H", "H", "H", "H", "H", "H", "H", "H", "H", "H", "H", "H", "H", "H", "H"],
  "positions_angstrom": [[1.75447, 0.38654, -0.49188], [2.72072, 2.62274, -1.23084], [3.30545, 1.70798, -2.13954], [3.97426, 0.70663, -1.38571], [3.85503, 1.03087, -0.01023], [3.06494, 2.22432, 0.08727], [2.13059, 3.48789, -1.49238], [3.22528, 1.74253, -3.21533], [4.50597, -0.14377, -1.78563], [4.31996, 0.50216, 0.80841], [2.81557, 2.74833, 0.99650], [0.65135, 0.00755, -2.52864], [-0.67518, -0.60627, -2.43000], [-1.41513, -0.82757, -3.57817], [-2.65244, -1.45276, -3.48568], [-3.14631, -1.86517, -2.25575], [-2.41008, -1.63652, -1.10615], [-1.17372, -0.99351, -1.18496], [-0.24197, -0.59624, 0.28463], [-0.39568, -1.77625, 1.59417], [0.26016, -3.00529, 1.46117], [0.10965, -3.96483, 2.44507], [-0.68581, -3.69885, 3.55437], [-1.33698, -2.47892, 3.68584], [-1.19782, -1.50991, 2.70647], [-0.59336, 1.09192, 0.79157], [-1.37993, 1.93796, -0.01119], [-1.56631, 3.25593, 0.35880], [-0.98156, 3.74460, 1.52505], [-0.20184, 2.91681, 2.32795], [0.00172, 1.59923, 1.96565], [1.25193, -0.60570, -3.07657], [0.59123, 0.87898, -3.04964], [-1.02639, -0.52822, -4.54379], [-3.22704, -1.62784, -4.38520], [-4.10407, -2.36310, -2.19618], [-2.79129, -1.95671, -0.14395], [0.88044, -3.21089, 0.59632], [0.61166, -4.91783, 2.35226], [-0.79973, -4.45175, 4.32276], [-1.95687, -2.28651, 4.55061], [-1.71363, -0.56306, 2.80663], [-1.85993, 1.54875, -0.90051], [-2.18428, 3.90439, -0.24728], [-1.14631, 4.77394, 1.81482], [0.23644, 3.29788, 3.24047], [0.59681, 0.94957, 2.59844]],
  "atomic_forces_ev_per_a": [[0.192, -0.186, 0.565], [-0.181, 0.020, 0.065], [0.051, -0.199, -0.044], [-0.028, 0.017, -0.352], [-0.002, 0.103, 0.133], [-0.063, -0.115, 0.006], [0.007, 0.008, 0.017], [0.036, 0.009, -0.002], [0.058, 0.044, -0.013], [0.038, 0.034, -0.002], [0.032, 0.016, 0.000], [-0.059, -0.028, -0.091], [0.084, 0.009, 0.021], [-0.032, -0.046, 0.056], [0.017, 0.013, -0.042], [-0.005, -0.001, -0.016], [0.009, 0.009, 0.045], [-0.160, -0.066, -0.024], [0.187, 0.405, -0.431], [-0.022, -0.113, 0.041], [0.007, 0.028, 0.000], [-0.015, 0.013, 0.014], [0.005, -0.013, -0.001], [0.010, -0.031, 0.006], [-0.012, 0.028, 0.008], [-0.169, 0.038, 0.014], [0.037, -0.023, -0.004], [0.009, 0.017, 0.034], [-0.005, -0.002, -0.008], [-0.009, 0.003, -0.013], [0.021, -0.045, 0.043], [0.009, 0.016, -0.016], [-0.035, 0.011, 0.012], [-0.003, -0.001, -0.005], [0.000, -0.002, 0.002], [0.002, 0.001, 0.013], [0.003, 0.004, 0.001], [-0.004, 0.004, -0.005], [0.002, 0.001, -0.003], [0.000, 0.004, 0.002], [-0.005, 0.012, -0.006], [0.003, 0.002, -0.014], [-0.004, 0.008, -0.002], [-0.005, -0.007, -0.002], [0.008, 0.000, 0.003], [-0.004, 0.008, -0.002], [-0.007, -0.010, -0.006]],
  "mulliken_spin": [2.32, 0.20, 0.23, 0.17, 0.15, 0.15, 0.00, 0.01, 0.01, 0.01, 0.01, 0.21, -0.02, 0.01, 0.01, 0.00, 0.00, -0.08, 0.32, -0.04, 0.02, 0.01, 0.02, 0.00, 0.02, -0.08, 0.08, -0.02, 0.09, -0.04, 0.21, -0.01, 0.00, 0.00, 0.00, 0.00, 0.00, 0.01, 0.00, 0.00, 0.00, 0.00, 0.01, 0.00, 0.00, 0.00, 0.00],
  "charge": 2,
  "s_squared": 6.02,
  "orbital_gap_ev": [8.36, 6.28],
  "energy_ev": -37791.6371,
  "homo_ev": [-13.98, -15.33],
  "e_lumo_ev": [-5.62, -9.05],
  "multiplicity": 5
}

Record 5
{
  "formula": "C6H6",
  "method": "ωB97M-V/def2-TZVPD",
  "elements": ["C", "C", "C", "C", "C", "C", "H", "H", "H", "H", "H", "H"],
  "positions_angstrom": [[-1.27429, 0.22325, 1.02985], [-0.02676, 0.03827, 1.57552], [-1.32223, -0.11182, -0.49572], [1.40345, 0.38948, -0.46928], [1.10758, -0.85980, 0.33559], [0.16595, -0.35327, -0.50518], [-1.91884, 0.94660, 1.41847], [-1.67903, -1.03715, -0.88511], [-1.52934, 0.69944, -1.14315], [1.39308, 1.32845, -0.03178], [1.98853, 0.43563, -1.49930], [1.69190, -1.69907, 0.67009]],
  "atomic_forces_ev_per_a": [[1.985, -0.935, -2.446], [-0.253, -0.618, -1.204], [1.834, -0.763, 1.478], [1.572, -0.546, -3.701], [-0.795, 0.861, -0.123], [-0.045, 0.048, 1.574], [-1.202, 0.571, 1.058], [-1.550, -0.542, 0.163], [-0.547, 0.828, -0.480], [0.199, 1.712, 1.263], [-0.842, -0.595, 2.208], [-0.355, -0.021, 0.211]],
  "lowdin_charge": [-0.16, 0.13, -0.10, -0.12, -0.08, -0.23, 0.06, 0.09, 0.10, 0.06, 0.14, 0.12],
  "charge": 0,
  "orbital_gap_ev": 8.53,
  "energy_ev": -6311.6690,
  "homo_ev": -8.44,
  "e_lumo_ev": 0.09
}

Record 6
{
  "formula": "C2H3Cl2N",
  "method": "ωB97M-V/def2-TZVPD",
  "elements": ["C", "C", "N", "Cl", "Cl", "H", "H", "H"],
  "positions_angstrom": [[-0.19154, 0.40863, -0.47745], [-0.16468, -0.43354, 0.78884], [0.89933, -0.98154, 1.04934], [-0.77110, 1.96814, -0.33271], [-1.28411, 0.22830, -1.98156], [0.85403, 0.20185, -0.78547], [-1.07791, -0.57084, 1.39196], [1.73597, -0.82101, 0.34705]],
  "atomic_forces_ev_per_a": [[-0.036, -1.256, -1.789], [-2.685, 0.693, -1.727], [3.981, -1.404, 0.319], [0.874, 4.176, 3.039], [0.333, -3.377, -0.586], [-0.711, 1.235, -0.745], [0.518, 0.161, -0.124], [-2.273, -0.228, 1.611]],
  "lowdin_charge": [-1.07, -0.32, 0.09, 0.58, 0.42, 0.06, 0.12, 0.12],
  "charge": 0,
  "orbital_gap_ev": 10.12,
  "energy_ev": -28655.2222,
  "homo_ev": -9.87,
  "e_lumo_ev": 0.25
}